C42H43O15 | ωB97M-V/def2-TZVPD

XYZ file:
```
100
Properties=species:S:1:pos:R:3
O -8.9864 3.1168 -12.3729
H -9.0026 3.5665 -11.5057
C -7.1108 5.7089 -6.7937
C -8.2924 5.8411 -6.1036
C -9.5289 5.6836 -6.7865
C -9.6039 5.3234 -8.0840
C -8.4434 5.1838 -8.8247
C -7.1854 5.3693 -8.1654
O -6.0652 5.2196 -8.9085
O -10.6969 6.0545 -6.1731
H -6.1210 5.9139 -6.4133
H -8.2274 5.9246 -5.0288
H -10.5628 5.0668 -8.5095
H -8.5349 4.8333 -9.8421
H -6.2209 4.8921 -9.7973
H -11.3464 6.1646 -6.8713
C -4.7867 1.4073 -10.8548
C -6.0118 1.6061 -11.5203
C -6.2030 1.0746 -12.8252
C -5.1167 0.4339 -13.4772
C -3.9236 0.2302 -12.8099
C -3.7927 0.6770 -11.5356
O -2.5365 0.4601 -11.0147
O -7.3632 1.2981 -13.5008
H -4.6056 1.7900 -9.8612
H -6.7549 2.1901 -10.9978
H -5.1804 0.2038 -14.5305
H -3.1080 -0.2774 -13.3033
H -1.8480 0.2709 -11.6564
H -7.8913 1.9876 -13.0917
C -10.2546 6.2885 -13.5890
C -11.0649 7.4468 -13.5823
C -11.5223 7.9807 -14.7582
C -11.3091 7.3217 -15.9618
C -10.4912 6.0765 -15.9418
C -10.0272 5.6020 -14.7503
O -9.4161 4.3624 -14.6415
O -12.2977 9.0722 -14.7048
H -9.9579 5.8271 -12.6587
H -11.4901 7.8798 -12.6889
H -11.8595 7.7037 -16.8089
H -10.3605 5.4322 -16.7986
H -9.2031 3.9483 -13.8021
H -13.1091 8.8821 -14.2283
C -9.2979 2.0399 -7.4238
C -9.9352 1.6975 -8.6206
C -10.8404 0.6511 -8.6062
C -11.1866 -0.0459 -7.4375
C -10.4323 0.1581 -6.2923
C -9.5569 1.2859 -6.2503
O -8.9130 1.5749 -5.0819
O -11.3877 0.2525 -9.8328
H -8.5289 2.7959 -7.3636
H -9.6781 2.2479 -9.5136
H -11.9383 -0.8212 -7.4207
H -10.6904 -0.2989 -5.3485
H -9.4486 1.6382 -4.2877
H -11.0164 0.6970 -10.5984
C -6.0001 6.6963 -14.6696
C -6.6587 5.8060 -13.7844
C -6.2345 5.5490 -12.4782
C -5.0783 6.2527 -12.0534
C -4.4629 7.1665 -12.9178
C -4.9783 7.4418 -14.1556
O -4.6678 8.6532 -14.7442
O -6.9173 4.5888 -11.6589
H -6.4355 6.8491 -15.6461
H -7.4924 5.2929 -14.2405
H -4.6537 6.0670 -11.0779
H -3.5925 7.7559 -12.6700
H -4.8512 8.7036 -15.6852
H -7.5649 4.0230 -12.0857
C -14.7940 3.8084 -10.8464
C -13.4209 4.1101 -10.6362
C -12.4046 3.9891 -11.5848
C -12.7101 3.5589 -12.8662
C -14.0447 3.2970 -13.1245
C -15.0642 3.3689 -12.1165
O -16.4032 2.9923 -12.3980
O -11.1199 4.1512 -11.1956
H -15.5013 3.9524 -10.0430
H -13.1682 4.4121 -9.6305
H -11.9802 3.3946 -13.6450
H -14.3541 2.8222 -14.0438
H -16.9511 2.8956 -11.6156
H -10.4978 3.8241 -11.8496
C -10.8029 0.9423 -14.6724
C -11.5725 0.6553 -15.7871
C -12.8455 0.0970 -15.6753
C -13.2794 -0.2255 -14.4057
C -12.5508 0.0754 -13.2461
C -11.3219 0.7943 -13.3875
O -10.6280 1.1086 -12.2720
O -13.5566 -0.2303 -16.7718
H -9.9257 1.5268 -14.9079
H -11.2385 0.9387 -16.7743
H -14.1666 -0.8227 -14.2550
H -13.0070 -0.1504 -12.2936
H -9.9500 1.7876 -12.3038
H -13.0754 0.0311 -17.5603
```

## Properties
- net charge = -1
- energy above the lowest of the compared OMol25 structures with the same formula, charge and spin (kcal/mol) = 0.0
- HOMO energy (eV) = -5.499
- gap between HOMO and LUMO (eV) = 7.792
- spin multiplicity = 1

***

C42H44ClNO25S | ωB97M-V/def2-TZVPD

XYZ file:
```
114
Properties=species:S:1:pos:R:3
C 0.4446 -2.6638 3.8858
C -0.0579 -1.2480 3.6075
C 0.5122 -0.5235 2.3838
Cl 2.2552 -0.8697 2.1711
C -0.3401 -0.7221 1.1121
O -1.4417 0.1117 1.3583
C -2.7049 -0.1494 0.7484
C -3.5749 -1.1387 1.5022
N -4.7284 -1.3769 0.6520
C -5.6206 -2.4526 1.0698
C -5.4827 -3.7366 0.2602
C -4.0498 -4.2447 0.1558
O -6.0103 -3.4482 -1.0351
C -0.6614 -2.1631 0.6951
C 0.5241 -2.9195 0.0905
C 1.0824 -2.2521 -1.1513
O 1.5309 -0.9030 -0.8675
S 0.4260 0.0933 -0.3590
O 1.1302 1.2675 0.0527
O -0.6121 0.1597 -1.3472
H 1.4252 -2.6499 4.3611
H 0.5206 -3.2780 2.9885
H -0.2470 -3.1572 4.5703
H 0.1650 -0.6239 4.4753
H -1.1471 -1.2384 3.5110
H 0.4674 0.5500 2.5559
H -2.5642 -0.4551 -0.2882
H -3.2037 0.8179 0.7115
H -3.8962 -0.6990 2.4515
H -3.0130 -2.0551 1.7468
H -4.3927 -1.5565 -0.2881
H -6.6592 -2.1207 0.9846
H -5.4465 -2.6924 2.1236
H -6.0910 -4.5068 0.7518
H -3.4353 -3.5596 -0.4317
H -4.0234 -5.2178 -0.3395
H -3.6067 -4.3634 1.1474
H -6.0396 -4.2567 -1.5550
H -1.0443 -2.6972 1.5654
H -1.4689 -2.1354 -0.0404
H 1.3200 -3.0561 0.8207
H 0.1793 -3.9131 -0.2101
H 1.9706 -2.7587 -1.5195
H 0.3434 -2.2038 -1.9554
C 4.2640 2.8285 -3.7928
C 4.4953 4.0649 -4.2536
C 3.9178 5.3039 -3.5877
O 4.2194 6.3685 -4.1063
C 3.0807 5.1460 -2.4320
C 2.8357 3.9066 -1.9635
C 3.4326 2.6658 -2.6177
O 3.1753 1.5952 -2.1043
O 2.0804 3.6833 -0.9130
O 5.2380 4.3480 -5.3122
H 4.6757 1.9431 -4.2560
H 2.6636 6.0281 -1.9668
H 1.9782 2.7228 -0.7342
H 5.2167 5.3269 -5.3824
C -4.3447 0.9179 -5.4887
C -3.8141 0.6099 -4.2990
C -4.6374 0.4252 -3.0410
O -4.0092 0.1198 -2.0414
C -6.0632 0.6190 -3.1016
C -6.6047 0.9346 -4.2887
C -5.7760 1.0938 -5.5594
O -6.4044 1.3707 -6.5653
O -7.8945 1.1339 -4.4906
O -2.5096 0.4435 -4.0980
H -3.7076 1.0458 -6.3520
H -6.6433 0.4921 -2.1986
H -7.9826 1.3395 -5.4457
H -2.3926 0.2674 -3.1390
C -0.2263 2.5635 -8.6633
C 1.0757 2.7693 -8.9167
C 2.1774 2.3672 -7.9449
O 3.3146 2.6048 -8.3174
C 1.8178 1.7550 -6.6949
C 0.5151 1.5486 -6.4314
C -0.5866 1.9372 -7.4173
O -1.7319 1.6854 -7.0780
O 0.0870 0.9963 -5.3177
O 1.5427 3.3291 -10.0165
H -1.0100 2.8446 -9.3520
H 2.6028 1.4819 -6.0042
H -0.8924 0.9507 -5.3304
H 2.5189 3.3358 -9.9113
C 6.6213 2.3824 2.0907
C 5.2934 2.2313 1.9471
C 4.2965 2.7689 2.9613
O 3.1216 2.5839 2.7080
C 4.7925 3.4511 4.1354
C 6.1174 3.5968 4.2780
C 7.1133 3.0733 3.2535
O 8.2887 3.2834 3.5057
O 6.6999 4.2008 5.3003
O 4.7394 1.6110 0.9257
H 7.3313 2.0041 1.3692
H 4.0793 3.8249 4.8561
H 7.6622 4.1530 5.1150
H 3.7676 1.6233 1.0539
C 0.0369 -4.7862 9.7944
C -0.8133 -4.5062 8.7950
C -0.5295 -3.4368 7.7493
O -1.3843 -3.2994 6.8886
C 0.6903 -2.6773 7.8319
C 1.5416 -2.9548 8.8330
C 1.2650 -4.0350 9.8726
O 2.1303 -4.1849 10.7169
O 2.6910 -2.3384 9.0246
O -1.9694 -5.1168 8.6064
H -0.1593 -5.5456 10.5376
H 0.8836 -1.9132 7.0924
H 3.0880 -2.7556 9.8190
H -2.3590 -4.7034 7.8072
```

## Properties
- structure (SMILES) = CC[C@@H](Cl)[C@]1(OCCNC[C@H](C)O)CCCOS1(=O)=O.O=C1C=C(O)C(=O)C=C1O.O=C1C=C(O)C(=O)C=C1O.O=C1C=C(O)C(=O)C=C1O.O=C1C=C(O)C(=O)C=C1O.O=C1C=C(O)C(=O)C=C1O
- HOMO energy (eV) = -8.958
- gap between HOMO and LUMO (eV) = 7.271
- spin multiplicity = 1

***

C42H44MoN4OS3 | ωB97M-V/def2-TZVPD

XYZ file:
```
95
Properties=species:S:1:pos:R:3
Mo 0.4954 0.3278 -1.3165
C -1.9907 2.0936 -2.9529
C -1.2046 1.8705 -1.6928
N -1.5056 0.6764 -1.0541
N -0.8751 0.4325 0.1841
C -1.2534 0.9073 1.3335
S -0.2935 0.6585 2.7442
S -2.7878 1.6789 1.4331
C -3.0381 1.9754 3.2136
C -4.4216 2.5632 3.3844
C -5.2318 2.0649 4.3990
C -6.4917 2.6066 4.6180
C -6.9529 3.6432 3.8178
C -6.1484 4.1453 2.8017
C -4.8855 3.6098 2.5872
C -0.7751 3.0619 -0.9047
C -1.5464 4.2167 -0.8082
C -1.1064 5.2544 -0.0105
C 0.1136 5.1531 0.6639
C 0.9046 4.0248 0.5375
C 0.4279 2.9958 -0.2495
O 1.1755 1.8545 -0.5009
H -1.9618 1.2308 -3.6099
H -1.6216 2.9697 -3.4819
H -3.0372 2.2604 -2.6835
H -2.2628 2.6503 3.5760
H -2.9550 1.0206 3.7250
H -4.8772 1.2520 5.0260
H -7.1138 2.2155 5.4148
H -7.9392 4.0594 3.9844
H -6.5021 4.9606 2.1811
H -4.2597 4.0224 1.7998
H -2.4912 4.2941 -1.3367
H -1.7042 6.1527 0.0847
H 0.4584 5.9784 1.2748
H 1.8620 3.9412 1.0332
C -2.2246 -2.2731 -1.1464
N -1.2736 -3.0607 -1.9382
C -0.8718 -4.3205 -1.2872
C -0.6919 -2.6051 -3.0611
S -0.5343 -0.9010 -3.3871
N -0.2790 -3.4731 -3.9886
C -0.8796 -4.8114 -4.1617
C 0.6689 -3.1533 -5.0706
H -3.0261 -2.9395 -0.8285
H -2.6369 -1.4654 -1.7343
H -1.7437 -1.8604 -0.2599
H -0.7144 -4.1037 -0.2284
H 0.0636 -4.6845 -1.6989
H -1.6365 -5.0917 -1.3657
H -1.8368 -4.8695 -3.6600
H -0.2195 -5.6002 -3.8048
H -1.0448 -4.9572 -5.2277
H 1.1472 -2.2001 -4.8970
H 0.1344 -3.1134 -6.0192
H 1.4173 -3.9435 -5.1203
C 2.8041 -5.0942 0.3656
C 1.4258 -5.1457 0.5196
C 0.7335 -4.0111 0.9245
C 1.4025 -2.8156 1.1968
C 2.7931 -2.7783 1.0393
C 3.4833 -3.9075 0.6246
C 0.5722 -1.6644 1.6312
C 0.9391 -0.5529 2.2717
C 2.2706 -0.2606 2.8794
C 3.1269 0.6944 2.3371
C 4.3664 0.9280 2.9142
C 4.7531 0.2171 4.0466
C 3.8966 -0.7278 4.5973
C 2.6572 -0.9668 4.0153
H 3.3508 -5.9771 0.0556
H 0.8917 -6.0708 0.3367
H -0.3427 -4.0603 1.0690
H 3.3432 -1.8683 1.2488
H 4.5612 -3.8665 0.5137
H -0.4857 -1.7765 1.4100
H 2.8272 1.2355 1.4494
H 5.0355 1.6657 2.4844
H 5.7191 0.4038 4.5011
H 4.1936 -1.2823 5.4798
H 1.9872 -1.7082 4.4390
C 2.0833 -1.0044 -1.8876
C 2.6999 0.3016 -2.1965
C 3.7014 0.8769 -1.3917
C 4.0937 2.1674 -1.5978
C 3.4806 2.9491 -2.5999
C 2.5282 2.4013 -3.4245
C 2.1293 1.0671 -3.2375
H 2.5260 -1.5240 -1.0369
H 1.9705 -1.6496 -2.7397
H 4.1588 0.2755 -0.6142
H 4.8855 2.5949 -0.9910
H 3.7963 3.9756 -2.7479
H 2.1058 2.9807 -4.2364
H 1.5143 0.5822 -3.9794
```

## Properties
- net charge = +2
- energy above the lowest of the compared OMol25 structures with the same formula, charge and spin (kcal/mol) = 51.7
- HOMO energy (eV) = -13.283
- gap between HOMO and LUMO (eV) = 6.504
- spin multiplicity = 1

***

C42H44O3P2SZr | ωB97M-V/def2-TZVPD

XYZ file:
```
93
Properties=species:S:1:pos:R:3
Zr -0.0546 -0.7516 0.1122
C -1.5332 -4.0951 -4.3732
C -0.9982 -3.1008 -5.0909
C -1.7211 -2.3835 -6.1972
C -3.2534 -2.1717 -6.0502
C -3.8771 -2.0711 -4.6789
C -4.3058 -3.0971 -3.9292
C -4.0778 -4.5479 -4.2054
C -2.7134 -4.8986 -4.8487
C -0.8921 0.9034 1.3775
H -1.0643 -4.4524 -3.4485
H 0.0625 -2.8488 -4.9841
H -1.5507 -2.9292 -7.1379
H -1.2682 -1.3940 -6.3581
H -3.4776 -1.2036 -6.5270
H -3.7691 -2.9252 -6.6648
H -4.1905 -1.0542 -4.3999
H -5.0737 -2.9395 -3.1684
H -4.8753 -4.9100 -4.8800
H -4.1911 -5.1333 -3.2790
H -2.5009 -5.9586 -4.6237
H -2.8257 -4.8202 -5.9412
H -0.5848 0.6201 2.4041
H -1.9580 1.1823 1.4217
H -0.3334 1.8325 1.1595
P 0.5355 -1.1070 -2.4302
P -2.3400 -0.0011 -0.8809
C -1.0273 -0.7708 -3.2454
C -2.1757 -0.4040 -2.6140
C 1.8361 -0.3115 -3.4068
C 1.7279 -0.1512 -4.7980
C 2.7896 0.4171 -5.5101
C 3.9277 0.8825 -4.8364
C 3.9976 0.7948 -3.4384
C 2.9609 0.1990 -2.7228
C 0.9755 -2.9014 -2.2897
C 0.1441 -3.7561 -1.5317
C 0.5791 -5.0441 -1.1946
C 1.8155 -5.5085 -1.6480
C 2.6359 -4.6743 -2.4167
C 2.2301 -3.3766 -2.7295
C -3.2557 1.5668 -0.9901
C -2.5826 2.6843 -1.5201
C -3.1900 3.9378 -1.4808
C -4.4908 4.0613 -0.9737
C -5.2008 2.9341 -0.5432
C -4.5905 1.6784 -0.5710
C -3.5085 -1.1947 -0.1246
C -3.4978 -1.4217 1.2594
C -4.3019 -2.4308 1.7907
C -5.1031 -3.2072 0.9421
C -5.1376 -2.9559 -0.4335
C -4.3596 -1.9253 -0.9562
H -1.0148 -0.7785 -4.3446
H -3.0598 -0.1154 -3.1895
H 0.8189 -0.4615 -5.3188
H 2.7171 0.5022 -6.5936
H 4.7498 1.3262 -5.3970
H 4.8573 1.1937 -2.9034
H 2.9883 0.1260 -1.6326
H -0.8644 -3.4382 -1.2296
H -0.0466 -5.6819 -0.5664
H 2.1432 -6.5208 -1.3954
H 3.6056 -5.0415 -2.7629
H 2.8850 -2.7115 -3.2949
H -1.5938 2.5606 -1.9635
H -2.6553 4.8163 -1.8465
H -4.9590 5.0422 -0.9247
H -6.2278 3.0234 -0.1874
H -5.1441 0.7858 -0.2782
H -2.8619 -0.8090 1.9033
H -4.2971 -2.6079 2.8644
H -5.7073 -4.0101 1.3590
H -5.7697 -3.5560 -1.0936
H -4.3664 -1.6834 -2.0134
C 2.8930 2.9265 6.4616
C 2.7133 2.1865 5.1695
C 3.0287 2.7878 3.9503
C 2.8798 2.0910 2.7506
C 2.4393 0.7606 2.7858
C 2.0946 0.1558 4.0011
C 2.2453 0.8722 5.1780
S 2.4636 -0.2178 1.3072
O 1.7164 0.5658 0.2193
O 3.7958 -0.6109 0.9621
O 1.4678 -1.3584 1.5597
H 3.9436 3.1898 6.6347
H 2.3204 3.8608 6.4750
H 2.5460 2.3051 7.2913
H 3.4083 3.8132 3.9499
H 3.1059 2.5666 1.7970
H 1.7175 -0.8640 4.0242
H 2.0132 0.4164 6.1378
```

## Properties
- net charge = +2
- energy above the lowest of the compared OMol25 structures with the same formula, charge and spin (kcal/mol) = 0.0
- HOMO energy (eV) = -13.308
- gap between HOMO and LUMO (eV) = 6.215
- spin multiplicity = 1

***

C42H45AsClF2N4SbTi | ωB97M-V/def2-TZVPD

XYZ file:
```
97
Properties=species:S:1:pos:R:3
Ti -1.0242 -0.5993 0.8322
C -3.8738 -1.1594 -0.6682
C -3.9242 -0.9622 0.8222
C -5.0281 -1.3686 1.5214
C -5.1772 -1.0545 2.8836
C -4.1898 -0.2623 3.4597
C -3.0636 0.0868 2.7390
N -2.8673 -0.2979 1.4322
Sb -1.6702 1.2770 3.8607
C -1.1306 2.9546 2.6096
C -1.7709 4.1797 2.6845
C -1.1714 5.2647 2.0628
C 0.0439 5.0882 1.4290
C 0.6112 3.8192 1.3842
C 1.9280 3.5584 0.7148
N 0.0225 2.7757 1.9675
C 0.2309 0.3748 3.2903
C 1.2506 0.6848 4.1711
C 2.5367 0.2299 3.9351
C 2.7251 -0.5968 2.8376
C 1.6698 -0.9116 2.0040
C 1.8592 -1.9150 0.9115
N 0.4251 -0.3867 2.1862
H -4.4735 -2.0221 -0.9537
H -2.8574 -1.3040 -1.0165
H -4.2760 -0.2741 -1.1690
H -5.8045 -1.9117 0.9982
H -6.0312 -1.3943 3.4513
H -4.2827 0.0874 4.4808
H -2.7003 4.2865 3.2293
H -1.6434 6.2394 2.0809
H 0.5432 5.9275 0.9618
H 2.7452 3.8260 1.3900
H 2.0347 4.1578 -0.1895
H 2.0117 2.4998 0.4694
H 1.0308 1.2890 5.0427
H 3.3576 0.4883 4.5898
H 3.6967 -1.0313 2.6433
H 2.9203 -2.0636 0.7212
H 1.3750 -1.5924 -0.0037
H 1.4237 -2.8711 1.2143
F -2.0624 -4.2137 4.7319
C -1.8906 -4.0211 3.4109
C -1.5749 -2.7634 2.9435
C -1.3707 -2.5352 1.5814
C -1.5178 -3.6338 0.7063
C -1.8071 -4.8955 1.2279
F -1.8703 -5.9854 0.4272
C -2.0082 -5.1132 2.5716
C -1.2662 -3.3635 -0.7096
C -1.6134 -4.2234 -1.7571
C -1.2265 -3.9288 -3.0478
C -0.4986 -2.7661 -3.2761
C -0.2689 -1.9246 -2.2109
N -0.6522 -2.1800 -0.9558
H -1.4767 -1.9673 3.6763
H -2.2249 -6.1033 2.9461
H -2.1845 -5.1141 -1.5551
H -1.4781 -4.5905 -3.8660
H -0.1335 -2.5102 -4.2610
H 0.2673 -0.9959 -2.3598
C 3.2734 -3.0337 -2.1606
C 3.3703 -1.7490 -2.9793
As 2.9840 -0.0744 -1.9884
C 3.1652 1.0373 -3.6140
C 3.1892 2.5382 -3.3425
C 4.7484 0.2265 -1.1323
C 5.9866 0.1736 -2.0194
H 3.4912 -3.9024 -2.7844
H 2.2738 -3.1630 -1.7435
H 3.9894 -3.0310 -1.3360
H 2.6551 -1.7867 -3.8052
H 4.3632 -1.6649 -3.4251
H 2.3030 0.7889 -4.2381
H 4.0569 0.7325 -4.1661
H 2.2623 2.8567 -2.8640
H 3.3011 3.0970 -4.2729
H 4.0203 2.8090 -2.6876
H 4.8300 -0.5156 -0.3331
H 4.6862 1.1979 -0.6354
H 6.1390 -0.8241 -2.4320
H 6.8775 0.4294 -1.4426
H 5.9143 0.8801 -2.8475
Cl -3.5943 6.0129 -2.2670
C -2.8454 4.5005 -1.8415
C -3.4866 3.6326 -0.9768
C -2.8766 2.4370 -0.6251
C -1.6178 2.0712 -1.1136
C -0.9971 0.7168 -0.9031
C -1.0091 2.9832 -1.9881
C -1.6027 4.1784 -2.3541
H -4.4616 3.8844 -0.5797
H -3.4015 1.7752 0.0474
H 0.0487 0.8011 -1.2397
H -1.4991 0.1213 -1.6785
H -0.0457 2.7263 -2.4154
H -1.1150 4.8490 -3.0505
```

## Properties
- energy above the lowest of the compared OMol25 structures with the same formula, charge and spin (kcal/mol) = 20.8
- HOMO energy (spin up / spin down) (eV) = -5.111 / -7.496
- gap between HOMO and LUMO (spin up / spin down) (eV) = 5.192 / 7.504
- spin multiplicity = 3

***

Number 1 is which compound? C42H43O15

***

Look up the spin multiplicity of the fifth one. 3